1.
The following is a DFT calculation (the ωB97M-V functional and the def2-TZVPD basis) of a cluster of 2 separate species, C10H22ClN5O3P in total in a non-equilibrium geometry.

Cartesian coordinates (Å):
C -3.01349 -0.22087 -1.04047
N 0.63246 2.49593 0.36982
H -0.28410 6.51257 1.03673
H 1.37899 -0.32960 -1.44900
H 5.89770 -4.71252 -0.07464
H 4.46967 -2.92900 0.96787
C -5.04932 1.06640 -0.83642
H 4.58764 -2.82406 -1.68555
C 5.00079 -4.34228 -0.57175
P -1.23872 4.66629 1.28911
O 5.38392 -3.34292 -1.50830
C -1.43313 -0.24472 -0.86308
O -3.41327 -0.86659 -1.97244
O 2.87375 -3.24943 -0.26160
C 2.29629 -0.42426 0.56512
H 3.39682 -0.54792 0.40365
H -4.76518 2.07450 -1.23282
H -1.23370 -1.13397 -0.20797
H 2.38416 -4.00462 -0.61198
C 4.01954 -3.76510 0.43098
H 3.69508 -4.52029 1.15195
H -1.01551 -0.41919 -1.88469
H -3.29357 -0.69824 1.49708
Cl 2.07910 3.27464 0.77477
H -4.91701 -1.20823 0.75618
H -0.77383 4.72280 2.63076
C -0.66703 3.03194 0.58478
N -0.84090 5.91800 0.40668
N -3.88576 0.46415 -0.14993
C 1.66525 0.38143 -0.63197
N -0.87234 1.00713 -0.32036
H 1.87294 -1.44668 0.69817
H -5.81161 1.27251 -0.03847
H -4.72820 0.31406 1.79662
C -4.25615 -0.35100 1.02798
C 0.47109 1.27299 -0.20526
N -1.48322 2.09989 0.15042
H 4.53756 -5.16259 -1.13298
H -5.52659 0.41734 -1.60505
H 2.08918 0.12523 1.51684
H -2.66785 4.57343 1.32104
H 2.43855 1.05284 -1.09184

DFT total energy = -1694.87436 Ha
Kohn-Sham gap = 0.3170 Ha
Charge = +1
HOMO level = -12.2 eV
LUMO level = -3.6 eV
M = 326.745 g/mol
Largest force on an atom = 4.8 eV/Å
Spin multiplicity = 1

Atomic partial charges in e from the Löwdin method, atoms 1 to 4:
1 C -0.413
2 N -0.404
3 H -0.026
4 H 0.122

***

2.
The following is a DFT calculation (the ωB97M-V functional and the def2-TZVPD basis) of a cluster of 2 separate species, C4H12N4O in total in a non-equilibrium geometry.

Cartesian coordinates (Å):
N 1.26337 1.18496 -1.22228
H -4.19321 0.73651 0.82915
C -2.21522 0.13801 -1.36658
C 2.48402 0.13931 0.97625
H 3.26093 -0.14987 0.40893
H 0.96714 -2.39546 1.00839
H 2.29783 1.23499 -0.87592
C 0.88853 -1.66698 0.22479
H 2.62031 1.14141 1.20761
H 1.85540 -1.95608 -0.38638
N -3.29060 0.39941 0.73467
H 0.92848 1.74758 -1.97591
C 1.12450 -0.19434 0.54082
N 0.56017 0.40565 -0.57728
H -3.72729 1.45074 -0.85025
N -3.10456 0.66203 -0.64925
H 0.07515 -1.82578 -0.47142
O -1.43852 -0.30087 -2.03526
H 0.47337 0.10894 1.42129
H 2.55880 -0.30673 1.96449
H -3.38861 -0.55343 1.09415

Energy relative to the best compared isomer or geometry (same formula, charge and spin) = 4.122 eV
DFT total energy = -453.05154 Ha
Kohn-Sham gap = 0.3519 Ha
Charge = +2
HOMO level = -18.8 eV
LUMO level = -9.2 eV
M = 132.167 g/mol
Largest force on an atom = 4.1 eV/Å
Spin multiplicity = 1

Atomic partial charges in e from the Löwdin method, atoms 1 to 4:
1 N 0.275
2 H 0.088
3 C -0.104
4 C -0.038

***

3.
The following is a DFT calculation (the ωB97M-V functional and the def2-TZVPD basis) of the ion C22H17F2N2 with charge +1 in a non-equilibrium geometry.

Cartesian coordinates (Å):
H -0.39504 -2.09449 -2.61997
C 5.42599 -0.81260 -0.11054
C 0.81648 0.54163 1.66162
H 6.44672 -1.14176 -0.01327
C -1.82427 -0.57798 -1.96520
C -1.55999 0.00383 2.51438
C 4.36385 -1.71257 -0.00633
H -3.67886 -0.29909 2.55818
C 0.28669 -0.38187 -0.61183
N 1.78038 1.33874 2.50481
C -2.17568 2.70279 2.65098
H -3.44799 0.82088 -1.58063
C -1.42729 -1.73643 -2.69403
C 3.74770 0.97661 -0.22998
C -3.21420 1.77563 2.60770
H 0.59111 -1.32827 -1.02355
H -4.33538 -2.42279 -4.31242
H -4.26409 2.11974 2.59743
H -5.04147 -0.36375 -3.07850
C -3.14485 -0.08185 -2.11963
H -0.02208 3.04476 2.57437
H -2.41564 3.76442 2.65279
C -4.05211 -0.76953 -2.94199
H 3.53108 2.05207 -0.32132
H 0.91449 -0.54538 2.00637
C -0.90964 0.08505 -1.01770
C -0.83462 2.28356 2.57943
C 5.06918 0.55761 -0.27549
C 2.73241 0.05140 -0.00528
F -1.95698 -3.51361 -4.15768
C -2.37790 -2.39334 -3.47973
C -3.66396 -1.92389 -3.62555
H -1.27162 1.06864 -0.68693
N 2.85367 1.71479 2.60990
C 1.25841 0.46387 0.13085
H -1.31777 -1.05760 2.43953
H 1.12738 1.55610 -0.09627
H 2.24674 -2.06506 0.09356
H 5.87560 1.27391 -0.29924
C -2.88866 0.43602 2.59400
C 3.04542 -1.31411 -0.00721
F 4.65289 -3.03660 0.22097
C -0.54610 0.94050 2.28337

Energy relative to the best compared isomer or geometry (same formula, charge and spin) = 2.230 eV
Structure (SMILES) = N#[N+][C@@H](c1ccccc1)[C@H](/C=C/c1cccc(F)c1)c1cccc(F)c1
DFT total energy = -1157.43337 Ha
Kohn-Sham gap = 0.2117 Ha
Charge = +1
HOMO level = -11.6 eV
LUMO level = -5.9 eV
M = 347.388 g/mol
Largest force on an atom = 7.0 eV/Å
Spin multiplicity = 1

Atomic partial charges in e from the Löwdin method, atoms 1 to 4:
1 H 0.122
2 C 0.038
3 C -0.125
4 H 0.124

***

4.
The following is a DFT calculation (the ωB97M-V functional and the def2-TZVPD basis) of the ion C5H12NO with charge +1 in a non-equilibrium geometry.

Cartesian coordinates (Å):
H 0.55908 -0.18407 3.17128
C -0.14001 0.31740 -0.20582
H -0.51887 1.25481 1.67646
H 0.85351 0.67954 -0.45939
C -0.65470 -0.85361 -1.05874
C -0.39807 0.24828 1.29753
H 0.38701 -1.26713 -2.74682
H -0.78090 1.43573 -1.81350
H -0.56254 -1.77664 -0.49518
H -1.73150 -0.75213 -1.24820
C 0.69864 -0.41018 2.11317
C 1.95984 -0.53743 1.67345
H 1.98894 -0.77051 0.60914
O -0.17010 -0.57157 -2.38148
H -1.28891 -0.36244 1.52391
N -0.94737 1.52572 -0.80615
H 2.84186 -0.83376 2.22369
H -1.95465 1.41954 -0.68905
H -0.65416 2.42846 -0.44080

Energy relative to the best compared isomer or geometry (same formula, charge and spin) = 1.670 eV
Structure (SMILES) = C=CC[C@H]([NH3+])CO
DFT total energy = -327.39820 Ha
Kohn-Sham gap = 0.3771 Ha
Charge = +1
HOMO level = -13.6 eV
LUMO level = -3.3 eV
M = 102.157 g/mol
Largest force on an atom = 3.2 eV/Å
Spin multiplicity = 1

Atomic partial charges in e from the Löwdin method, atoms 1 to 4:
1 H 0.108
2 C -0.245
3 H 0.120
4 H 0.149